{"formula": "C17H22N4O3S", "method": "the ωB97M-V functional and the def2-TZVPD basis", "gap_ha": 0.31640, "smiles": "O=C(CSc1nnc(-c2ccco2)n1C[C@H]1CCCO1)N1CCCC1", "e_homo_ev": -8.02, "energy_ha": -1503.9142, "fmax_ev_per_a": 1.417, "elements": ["O", "C", "N", "C", "C", "H", "C", "C", "H", "H", "H", "H", "H", "H", "H", "C", "H", "H", "S", "C", "N", "N", "C", "N", "C", "H", "H", "C", "C", "H", "C", "H", "C", "H", "H", "O", "H", "H", "H", "C", "C", "C", "C", "O", "H", "H", "H"], "coordinates": [[-4.909769, -0.294036, 1.661213], [-3.889693, -0.518524, 1.035313], [-3.833912, -0.410162, -0.300130], [-2.714654, -0.665130, -1.184491], [-3.370752, -0.825527, -2.553461], [-2.684953, -0.602197, -3.367687], [-4.544595, 0.148474, -2.474204], [-5.029485, -0.029582, -1.039732], [-5.461360, 0.875209, -0.606573], [-5.774294, -0.828507, -0.958396], [-5.323889, -0.068217, -3.201039], [-4.194205, 1.169431, -2.631003], [-3.737042, -1.845389, -2.672942], [-2.148577, -1.548124, -0.881484], [-2.035899, 0.198141, -1.187941], [-2.618820, -0.953379, 1.749184], [-2.212574, -1.880307, 1.346452], [-2.847328, -1.058183, 2.809785], [-1.283965, 0.280836, 1.611959], [-0.045567, -0.704484, 0.889681], [-0.204038, -1.919149, 0.428243], [0.979063, -2.338089, -0.028075], [1.857014, -1.380144, 0.154013], [1.248487, -0.296061, 0.745277], [1.796038, 0.987119, 1.081307], [2.774348, 0.855636, 1.549438], [1.119244, 1.470078, 1.791644], [1.965915, 1.884000, -0.162508], [0.623686, 2.220738, -0.841806], [0.496416, 1.680354, -1.777872], [0.699519, 3.735342, -1.037481], [-0.274182, 4.216774, -1.000135], [1.600638, 4.139314, 0.126743], [2.134920, 5.076608, -0.029480], [1.022362, 4.204198, 1.059606], [2.566473, 3.109469, 0.215246], [1.184646, 3.976268, -1.983614], [-0.203255, 1.973016, -0.175086], [2.656183, 1.387879, -0.856209], [3.239226, -1.500753, -0.198736], [3.888131, -2.569820, -0.766618], [5.237714, -2.181174, -0.896899], [5.315446, -0.913882, -0.403255], [4.114527, -0.491900, 0.021535], [6.133927, -0.229238, -0.301759], [6.039766, -2.763226, -1.301227], [3.435748, -3.498708, -1.041747]], "forces_ev_per_angstrom": [[-0.25, 0.04, 0.26], [0.34, -0.09, 0.06], [-0.22, 0.05, -0.27], [0.50, -0.16, -0.20], [0.01, 0.11, 0.08], [0.04, -0.06, -0.02], [0.03, -0.13, 0.08], [-0.42, 0.17, 0.08], [-0.05, -0.10, -0.05], [-0.02, 0.10, 0.00], [-0.04, 0.06, -0.03], [-0.01, 0.04, -0.02], [0.00, -0.06, -0.03], [-0.03, 0.15, -0.03], [0.03, -0.11, -0.02], [0.12, 0.12, 0.20], [-0.08, -0.04, 0.04], [-0.05, -0.06, -0.18], [-0.22, 0.20, 0.24], [-0.06, -0.17, -0.06], [-0.73, 0.48, 0.43], [1.28, -0.32, -0.41], [-0.68, 0.21, 0.23], [-0.37, -0.78, -0.23], [0.54, 0.82, -0.05], [-0.21, 0.03, 0.04], [0.11, -0.03, -0.01], [-0.10, -0.47, -0.07], [0.14, 0.05, 0.03], [-0.07, -0.05, 0.02], [0.22, -0.01, 0.16], [-0.05, 0.04, -0.05], [-0.27, 0.26, -0.10], [-0.07, -0.01, 0.05], [0.03, 0.05, -0.05], [0.19, -0.12, 0.14], [-0.02, 0.06, -0.01], [-0.05, -0.03, -0.09], [-0.13, 0.03, 0.11], [0.68, -1.09, -0.60], [-0.60, 0.64, 0.38], [0.20, 0.60, 0.20], [0.63, -0.62, -0.39], [-0.44, 0.29, 0.23], [0.04, 0.15, 0.05], [0.21, -0.06, -0.07], [-0.16, -0.20, -0.04]]}